Entry from OMol25: one molecule with the formula C17H30N2O3 (wB97M-V/def2-TZVPD).

Geometry as ORCA input:
```
! wB97M-V def2-TZVPD RIJCOSX def2/J DEFGRID3
* xyz 0 1
C 3.83686 -3.39530 -1.70869
C 3.64594 -2.05213 -1.01407
C 4.88475 -1.65821 -0.21236
C 4.82214 -0.25692 0.39988
C 3.73226 -0.09395 1.46739
C 2.45396 0.56581 0.93742
O 1.39722 0.43015 1.88463
C 2.63451 2.07406 0.69250
C 2.06403 2.58216 -0.62991
C 0.56218 2.52604 -0.84344
O 0.03523 2.98576 -1.84048
N -0.17232 1.97208 0.14468
N -1.55352 1.84764 -0.01339
C -2.12974 0.61304 -0.14509
C -1.49196 -0.53873 0.16032
C -2.13156 -1.83060 0.12871
O -1.54476 -2.85830 0.42527
C -3.57649 -1.84697 -0.33654
C -4.34270 -0.56775 0.00941
C -5.73756 -0.61488 -0.61771
C -4.47727 -0.42931 1.52709
C -3.56767 0.62849 -0.56266
H 4.04169 -4.17545 -0.97881
H 2.94060 -3.66944 -2.25957
H 4.67072 -3.35154 -2.40613
H 3.44090 -1.28472 -1.76460
H 2.77910 -2.12169 -0.35487
H 5.04501 -2.39054 0.58265
H 5.75326 -1.70137 -0.87445
H 4.67007 0.47392 -0.39669
H 5.79373 -0.04761 0.85161
H 3.47948 -1.07795 1.87159
H 4.10042 0.51041 2.29909
H 2.15868 0.07380 -0.00083
H 1.27963 -0.50130 2.10576
H 2.17859 2.60387 1.53112
H 3.69980 2.30861 0.70120
H 2.35099 3.62803 -0.76662
H 2.50810 2.02967 -1.46300
H 0.22545 1.51271 0.95980
H -1.91232 2.58864 -0.60903
H -0.45263 -0.53859 0.44613
H -3.55434 -1.97731 -1.42329
H -4.06815 -2.72409 0.08757
H -5.67421 -0.71770 -1.69897
H -6.29920 -1.46010 -0.22743
H -6.28896 0.29532 -0.39140
H -3.49953 -0.38691 1.99985
H -5.02405 0.47653 1.78072
H -5.01710 -1.28023 1.93553
H -3.60744 0.59193 -1.65663
H -4.03360 1.56414 -0.24563
*
```

* HOMO: -8.46 eV
* calculated total energy: -27238.8996 eV
* maximum force: 0.695 eV/A
* LUMO: 0.72 eV
* HOMO-LUMO gap: 9.18 eV
* SMILES: CCCCC[C@@H](O)CCC(=O)NNC1=CC(=O)CC(C)(C)C1


Entry from OMol25: a 14-piece molecular cluster, C41H74Cl10O23 overall (wB97M-V/def2-TZVPD).

Geometry as ORCA input:
```
! wB97M-V def2-TZVPD RIJCOSX def2/J DEFGRID3
* xyz 0 1
C -4.13505 -19.10056 9.69219
Cl -5.07176 -20.02002 8.47850
Cl -5.17752 -18.05900 10.55556
H -3.71342 -19.81718 10.39857
H -3.25401 -18.64626 9.22125
C -0.86334 -27.85585 16.56996
Cl 0.67888 -28.53048 15.96648
Cl -1.16934 -28.12638 18.24879
H -0.86536 -26.83113 16.40510
H -1.63408 -28.27262 15.96572
C -2.58059 -16.76523 12.41027
Cl -1.34721 -18.00769 11.82478
Cl -2.95921 -15.66593 11.00239
H -3.49888 -17.15742 12.89385
H -2.08966 -16.10429 13.17257
C -10.70570 -19.13630 8.49142
Cl -9.29138 -18.94721 7.37341
Cl -10.26570 -19.09549 10.24805
H -11.26358 -18.23343 8.31792
H -11.15722 -20.11249 8.32230
C -3.41806 -16.89371 16.65137
Cl -4.60506 -15.87831 17.47056
Cl -1.83903 -16.56890 17.39713
H -3.75279 -17.91330 16.81985
H -3.45824 -16.62201 15.59136
O -8.32906 -25.57789 17.74616
C -8.14717 -24.44397 17.89188
O -7.14912 -23.77170 17.14839
C -7.40627 -22.37379 17.29885
C -8.11042 -22.18795 18.63151
C -8.95247 -23.40427 18.70607
H -7.87711 -21.89685 16.39494
H -6.47015 -21.84895 17.34874
H -8.70549 -21.22122 18.65578
H -7.38437 -22.15181 19.41996
H -9.76168 -23.21672 18.01686
H -9.24205 -23.70322 19.70741
O -6.69481 -24.17406 13.15946
C -6.48130 -24.85948 14.12345
O -5.29061 -24.70369 14.72928
C -5.21063 -25.67640 15.80570
C -6.23317 -26.72389 15.60477
C -7.29482 -25.95026 14.79314
H -5.46169 -25.01748 16.65118
H -4.18510 -25.90841 15.80212
H -6.68556 -26.99007 16.56145
H -5.91830 -27.59284 15.07474
H -8.14013 -25.58526 15.33437
H -7.69302 -26.64292 14.03690
O -1.98200 -21.97887 11.13294
C -2.61443 -22.68761 10.40142
O -3.92647 -22.89286 10.51657
C -4.32724 -23.95179 9.59161
C -3.18617 -24.12849 8.54946
C -1.99800 -23.56211 9.28446
H -5.24739 -23.55917 9.13118
H -4.50243 -24.87733 10.15630
H -3.33299 -23.44635 7.66029
H -2.99287 -25.14999 8.28198
H -1.22767 -22.96343 8.71485
H -1.39168 -24.35476 9.75017
O -8.38138 -19.39620 16.63323
C -8.29317 -18.60078 15.78597
O -8.61607 -18.90905 14.52842
C -8.32445 -17.74240 13.63717
C -8.25343 -16.58946 14.55337
C -7.67767 -17.20059 15.81055
H -9.18254 -17.74203 12.91582
H -7.36657 -17.88939 13.11340
H -9.24050 -16.14106 14.74059
H -7.62744 -15.85147 14.07631
H -7.89164 -16.69003 16.78202
H -6.59824 -17.21058 15.69271
C -9.85840 -23.14889 11.72154
C -10.11487 -23.29173 13.20905
O -11.30730 -22.50817 13.55950
C -11.52674 -22.24794 14.84020
O -10.80536 -22.73247 15.66856
O -12.61222 -21.43697 14.87766
C -12.86789 -20.96232 16.18338
H -10.57792 -23.71547 11.18791
H -8.87342 -23.58214 11.36805
H -9.82793 -22.06594 11.45243
H -9.28791 -22.86197 13.81928
H -10.31926 -24.34975 13.52408
H -11.95834 -20.61775 16.69150
H -13.36526 -21.69768 16.80766
H -13.58914 -20.11460 16.18852
C -5.37776 -18.07252 20.85773
C -5.94875 -18.96649 19.75605
O -5.03872 -20.09221 19.75416
C -4.14939 -20.19989 18.79659
O -3.97571 -19.45738 17.87792
O -3.35079 -21.26027 19.02845
C -2.06225 -21.15832 18.35538
H -4.47613 -17.52311 20.57360
H -5.06961 -18.71906 21.72759
H -6.13648 -17.37847 21.15383
H -5.91864 -18.41989 18.88375
H -6.90882 -19.36245 19.91775
H -2.22553 -20.89854 17.29461
H -1.61328 -22.12064 18.42452
H -1.43895 -20.38667 18.82765
C -6.73554 -21.06271 12.60389
C -6.04939 -21.15259 13.95479
O -4.68984 -20.67343 13.94645
C -4.40710 -19.41341 14.13070
O -5.16154 -18.51435 14.21885
O -3.06528 -19.18905 14.20666
C -2.24179 -20.33864 13.99646
H -6.92136 -19.97385 12.43375
H -7.70702 -21.48019 12.68299
H -6.19356 -21.51810 11.76792
H -5.94262 -22.04620 14.53336
H -6.71104 -20.54596 14.54835
H -2.35583 -20.69859 13.01002
H -2.49593 -21.15063 14.70439
H -1.24539 -19.94623 14.22371
C -1.94743 -24.88271 13.29623
C -2.68534 -25.76987 12.38327
O -2.96915 -27.04281 13.10922
C -4.15307 -27.64421 12.81667
O -4.61862 -28.55692 13.39274
O -4.69226 -27.13633 11.62931
C -6.09057 -27.50499 11.31715
H -2.51796 -24.52436 14.14037
H -1.55432 -24.07623 12.68621
H -1.05134 -25.42188 13.64742
H -2.05977 -26.24781 11.62322
H -3.60889 -25.38049 11.97506
H -6.71271 -26.71531 11.74796
H -6.32699 -28.53840 11.71829
H -6.09593 -27.54225 10.17249
C 0.47421 -22.56977 13.88708
C 0.83342 -21.41159 13.00173
O 0.96888 -20.21614 13.77751
C 1.58624 -19.12774 13.28437
O 1.66209 -18.08280 13.93519
O 1.89651 -19.26498 11.94629
C 2.23667 -17.98965 11.35939
H -0.55157 -22.61056 14.23998
H 1.11898 -22.64441 14.76295
H 0.56962 -23.54428 13.37188
H 0.22380 -21.27079 12.15342
H 1.84888 -21.63083 12.68880
H 1.73776 -17.07540 11.72027
H 2.07405 -18.00160 10.29966
H 3.34063 -17.76813 11.51409
*
```

* HOMO: -10.19 eV
* calculated total energy: -216033.6287 eV
* maximum force: 3.671 eV/A
* LUMO: 0.31 eV
* HOMO-LUMO gap: 10.50 eV


Entry from OMol25: a 2-piece molecular cluster, C12H17N overall (wB97M-V/def2-TZVPD).

Geometry as ORCA input:
```
! wB97M-V def2-TZVPD RIJCOSX def2/J DEFGRID3
* xyz 0 1
C 5.14864 -0.47649 -0.77861
C 3.82982 0.19123 -0.54975
C 3.58182 1.52580 -0.41826
N 2.24785 1.74840 -0.20049
C 1.58790 0.54341 -0.17249
C 0.24269 0.24350 0.01451
C -0.13221 -1.07693 -0.01321
C 0.80826 -2.10384 -0.23295
C 2.13806 -1.80005 -0.41716
C 2.56110 -0.46234 -0.39070
H 5.79128 0.13582 -1.40937
H 4.99903 -1.42911 -1.28481
H 5.68975 -0.66781 0.14821
H 4.33232 2.29501 -0.50675
H 1.82269 2.66312 -0.09254
H -0.47008 1.04223 0.18308
H -1.16912 -1.35078 0.10748
H 0.47649 -3.13231 -0.27243
H 2.88410 -2.56935 -0.56346
C -4.63454 -0.03745 -0.53104
C -3.65732 0.26796 0.59382
C -4.23462 1.02112 1.78295
H -5.06134 0.88565 -0.92719
H -5.48899 -0.61341 -0.16109
H -4.14398 -0.61921 -1.30875
H -3.20677 -0.66474 0.94581
H -2.81783 0.83043 0.17118
H -4.61734 2.00114 1.50073
H -5.03267 0.42920 2.23551
H -3.47499 1.17979 2.54776
*
```

* HOMO: -7.78 eV
* calculated total energy: -14210.1869 eV
* maximum force: 0.945 eV/A
* LUMO: 0.91 eV
* HOMO-LUMO gap: 8.69 eV
* SMILES: Cc1c[nH]c2ccccc12.CCC


Entry from OMol25: a 2-piece molecular cluster, C18H19 overall (wB97M-V/def2-TZVPD).

Geometry as ORCA input:
```
! wB97M-V def2-TZVPD RIJCOSX def2/J DEFGRID3
* xyz 1 1
C 1.68924 2.22517 0.45299
C 1.73621 1.12742 1.53750
C 0.41943 1.21341 2.25434
C -0.42541 2.02077 1.62364
C 0.19389 2.60211 0.38441
H 2.28226 3.09356 0.77010
H 2.09781 1.89792 -0.51284
H 1.85240 0.12985 1.09522
H 2.58192 1.26832 2.22084
H 0.19506 0.69611 3.17095
H -1.42072 2.24581 1.96675
H 0.05151 3.68776 0.32658
H -0.28676 2.17488 -0.50482
C -1.10416 -1.88912 2.67783
C 0.16967 -2.37844 3.06888
C 0.90441 -3.10359 2.10347
C 2.13167 -3.64436 2.39794
C 2.68158 -3.48678 3.65634
C 1.99941 -2.76814 4.62160
C 0.77255 -2.21767 4.33603
C -2.11558 -1.14728 3.34060
C -3.27387 -0.82571 2.59695
C -4.31326 -0.12907 3.15950
C -4.24644 0.28275 4.47885
C -3.12450 -0.00620 5.23385
C -2.07940 -0.70619 4.68170
H -1.36028 -2.14169 1.66170
H 0.48823 -3.23524 1.11792
H 2.66701 -4.20244 1.64684
H 3.63966 -3.92440 3.88340
H 2.43126 -2.64619 5.60235
H 0.28773 -1.65250 5.10218
H -3.33818 -1.13810 1.56692
H -5.19145 0.09195 2.57482
H -5.06995 0.82146 4.91622
H -3.07637 0.31587 6.26240
H -1.23549 -0.91831 5.30142
*
```

* HOMO: -11.62 eV
* calculated total energy: -18966.3411 eV
* maximum force: 0.778 eV/A
* LUMO: -5.99 eV
* HOMO-LUMO gap: 5.63 eV